DFT (wB97M-V/def2-TZVPD) results for C11H16ClO2PTi as an isolated structure.

Structure (ORCA input):
```
! wB97M-V def2-TZVPD RIJCOSX def2/J DEFGRID3
* xyz 2 1
Cl -1.746 2.558 -1.080
C -0.920 -1.782 -1.011
C 0.499 -1.944 -0.766
C 1.197 -0.964 -1.542
H 0.959 -2.718 -0.164
C 0.220 -0.191 -2.274
C -1.087 -0.707 -1.944
H -2.027 -0.373 -2.387
H -1.707 -2.406 -0.603
H 2.269 -0.772 -1.553
C 0.558 0.857 -3.262
Ti -0.089 0.111 -0.045
C 1.590 0.969 0.724
O 2.541 1.467 1.182
C -1.743 1.471 0.388
O -2.413 1.690 1.372
H 1.522 1.319 -3.023
H -0.196 1.644 -3.323
H 0.654 0.404 -4.260
C -0.492 0.043 3.880
P -0.437 -0.813 2.279
C 0.792 -2.158 2.578
C -2.053 -1.686 2.210
H 0.467 0.531 4.102
H -0.709 -0.680 4.684
H -1.277 0.811 3.876
H 0.516 -2.690 3.502
H 0.841 -2.868 1.738
H 1.779 -1.686 2.705
H -2.160 -2.281 3.127
H -2.844 -0.923 2.167
H -2.136 -2.336 1.328
*
```

**Frontier orbital gap (spin up / spin down)**: 6.301 / 6.304 eV
**Strongest force on any atom**: 9.20 eV/A
**Calculated total energy**: -60670.11585 eV
**LUMO energy (spin up / spin down)**: -10.5 / -10.5 eV
**E_HOMO (spin up / spin down)**: -16.8 / -16.8 eV
**Energy above the lowest of the compared OMol25 structures with the same formula, charge and spin**: 1.145 eV

What are the natural (NBO) partial charges on each atom? They are as follows, in elementary charge units: atom 1 (Cl): 0.0323, atom 2 (C): -0.2622, atom 3 (C): -0.2871, atom 4 (C): -0.3337, atom 5 (H): 0.2821, atom 6 (C): -0.0382, atom 7 (C): -0.2939, atom 8 (H): 0.3023, atom 9 (H): 0.2845, atom 10 (H): 0.2893, atom 11 (C): -0.6611, atom 12 (Ti): 1.2623, atom 13 (C): 0.4952, atom 14 (O): -0.2268, atom 15 (C): 0.1958, atom 16 (O): -0.4288, atom 17 (H): 0.2452, atom 18 (H): 0.2607, atom 19 (H): 0.2961, atom 20 (C): -0.9334, atom 21 (P): 0.9181, atom 22 (C): -0.9181, atom 23 (C): -0.9112, atom 24 (H): 0.2687, atom 25 (H): 0.2857, atom 26 (H): 0.2872, atom 27 (H): 0.2812, atom 28 (H): 0.2437, atom 29 (H): 0.2564, atom 30 (H): 0.2822, atom 31 (H): 0.2804, atom 32 (H): 0.2449